{
  "formula": "FH3N2OS",
  "method": "the ωB97M-V functional and the def2-TZVPD basis",
  "orbital_gap_ha": 0.32346,
  "fmax_ev_per_a": 4.016,
  "e_homo_ev": -9.505,
  "de_lowest_kcal_mol": 118.6,
  "charge": 0,
  "spin_multiplicity": 1,
  "lumo_ev": -0.7,
  "species": ["N", "N", "O", "F", "S", "H", "H", "H"],
  "positions_angstrom": [[-1.70507, -0.61755, -0.21684], [-0.30938, 0.67926, -0.63754], [0.69200, 0.60483, 0.29975], [-0.96617, 1.80887, -0.31124], [2.23991, -0.08104, -0.35063], [-1.55610, -0.54301, 0.80812], [-1.15320, -1.42032, -0.40275], [2.75802, -0.43104, 0.81114]],
  "forces_ev_per_a": [[2.10, 3.34, 0.74], [-1.14, -3.22, -0.42], [0.86, -0.47, 0.44], [-0.13, 0.48, 0.46], [-1.90, 0.91, -0.89], [-0.35, 0.19, -0.42], [0.85, -1.19, -0.70], [-0.29, -0.05, 0.79]]
}